No. 1
Density functional theory data (ωB97M-V with the def2-TZVPD basis set) for C32H44N8O7S4Ti as an isolated structure in a non-equilibrium geometry.

The relative energy (zero: lowest compared OMol25 entry of this formula, charge and spin) is 94.3 kJ/mol. As for the charge: +2. The value obtained for the total energy is -126600.769 eV. As for the LUMO energy: -5.52 eV. For the strongest force on any atom, the calculation gives 1.93 eV/Å. The multiplicity is 1. The value obtained for the HOMO-LUMO gap is 0.2466 hartree.

Each line ends with the Löwdin charge.
CARTESIAN COORDINATES (ANGSTROEM)
C: 2.86 1.96 2.43  -0.173
C: -0.71 -3.37 2.16  -0.577
C: 0.59 4.54 1.98  -0.297
H: -0.88 2.38 -4.12  0.080
H: 2.17 7.90 -0.96  0.088
C: 1.14 2.32 -1.85  -0.519
C: 1.10 7.69 -0.86  -0.036
H: -2.81 -4.13 0.22  0.183
C: 2.71 0.42 2.59  -0.025
H: -1.74 -0.22 4.54  0.120
C: -2.93 -3.82 3.43  -0.111
C: 1.79 -0.33 1.65  -0.553
C: -0.70 1.34 -3.84  -0.505
H: -1.92 -5.18 2.05  0.175
C: -2.44 -3.31 -3.78  -0.049
O: 0.10 3.69 4.41  -0.292
C: 0.03 5.53 -0.12  -0.029
H: 2.90 0.31 -5.00  0.066
H: 1.15 2.50 -0.78  0.037
H: -3.39 -3.23 -4.30  0.118
H: 3.46 -2.63 0.40  0.122
C: 3.54 -0.71 -3.19  -0.494
H: -0.17 0.64 -5.79  0.077
H: 3.29 2.28 -1.87  0.082
S: 0.55 3.21 3.13  0.638
Ti: 0.32 -1.57 0.35  1.135
N: 2.29 -4.39 -2.04  0.153
C: -4.32 -3.39 1.52  -0.085
H: -4.18 2.29 4.77  0.135
C: -0.30 -4.36 -3.51  -0.014
H: -2.75 -2.79 3.74  0.113
H: -4.58 -5.08 2.85  0.126
H: 2.28 -5.09 -2.76  0.166
H: -2.88 -1.71 -2.40  0.127
H: -5.01 -3.87 0.83  0.135
H: 4.26 -4.68 -1.24  0.132
H: -5.10 -3.54 3.54  0.126
N: -1.50 -1.01 1.28  0.114
H: 3.68 -0.05 2.45  0.139
H: 0.42 -5.09 -3.84  0.116
C: -0.95 -2.55 -2.04  -0.321
S: -0.33 1.28 -2.05  0.848
N: -4.12 1.81 3.89  0.226
C: 2.75 -0.65 -4.51  -0.499
H: 2.53 1.70 -3.37  0.055
O: -0.26 -2.85 3.15  0.117
C: 3.34 -4.12 -1.20  -0.032
C: 1.27 -3.55 -1.74  -0.230
H: -2.48 -2.63 0.82  0.113
H: 0.98 3.26 -2.37  0.085
C: 2.46 1.70 -2.29  -0.461
C: 1.41 5.62 2.29  -0.045
O: -0.69 -1.74 -1.03  -0.208
H: 2.20 7.48 1.60  0.126
N: -2.50 0.42 4.74  0.226
C: -2.17 -2.47 -2.71  -0.002
C: -2.08 -4.11 2.20  -0.137
H: 2.39 0.18 3.61  0.142
H: -2.32 1.06 5.50  0.134
H: -0.51 5.51 -1.06  0.119
H: 0.61 8.60 -0.53  0.095
C: 1.56 6.64 1.37  -0.014
H: 4.48 -0.19 -3.33  0.085
H: 3.14 -1.42 -5.18  0.074
O: 1.16 0.18 0.67  -0.133
H: 1.92 5.64 3.24  0.121
H: 3.74 -1.74 -2.90  0.053
N: -3.11 0.32 2.49  0.168
C: -0.13 4.50 0.79  -0.060
C: 0.00 -3.51 -2.44  -0.108
C: 0.31 0.74 -4.82  -0.492
H: -0.79 3.67 0.60  0.110
H: -4.54 -2.32 1.56  0.127
S: 0.95 -0.92 -4.38  0.886
O: 1.69 -1.59 1.79  -0.049
H: -2.69 -4.48 4.25  0.139
N: 1.65 -2.76 -0.73  -0.011
C: -1.51 -4.26 -4.18  -0.054
O: -0.25 -3.32 0.95  -0.119
H: 2.57 2.25 1.41  0.118
H: 1.17 1.40 -4.94  0.062
H: -4.65 2.14 3.10  0.135
H: -1.64 0.79 -3.90  0.064
C: 0.89 6.60 0.14  -0.251
H: -1.71 -4.91 -5.02  0.118
C: -2.15 -0.30 1.96  -0.241
N: -2.90 -3.55 1.05  0.113
H: 2.36 2.72 4.31  0.123
O: -0.17 2.09 2.58  -0.305
C: 2.93 -3.11 -0.39  -0.095
C: -3.20 0.87 3.70  -0.459
H: 3.91 2.21 2.57  0.128
S: 2.70 -0.03 -1.72  0.865
N: 2.13 2.84 3.34  -0.139
C: -4.35 -4.01 2.91  -0.135
H: 0.71 7.42 -1.84  0.080

=====

No. 2
Density functional theory data (ωB97M-V with the def2-TZVPD basis set) for C32H45AsCoN5O5PTe as an isolated structure in a non-equilibrium geometry.

The relative energy (zero: lowest compared OMol25 entry of this formula, charge and spin) is 57.5 kJ/mol. As for the charge: +3. The value obtained for the total energy is -166630.350 eV. As for the LUMO energy (alpha / beta): -7.11 / -10.46 eV. For the strongest force on any atom, the calculation gives 1.76 eV/Å. The multiplicity is 5. The value obtained for the HOMO-LUMO gap (alpha / beta) is 0.3178 / 0.1947 hartree.

Each line ends with the Löwdin spin population.
CARTESIAN COORDINATES (ANGSTROEM)
C: -4.01 -0.27 2.23  0.000
O: 2.24 -2.83 -1.21  0.060
H: -2.89 5.46 -3.09  0.000
C: 3.86 -1.05 0.82  0.001
C: 4.15 -0.39 -1.47  0.003
C: -0.93 -5.44 1.43  0.001
C: -2.50 4.78 -2.35  0.000
H: 3.19 -0.99 1.67  0.000
H: -2.56 0.19 5.26  0.000
H: -1.98 3.95 2.90  0.000
C: -2.01 1.04 2.03  0.001
H: 3.85 -1.35 -1.89  0.002
N: -0.07 -4.40 0.88  0.003
C: -0.45 5.21 3.71  0.000
C: -2.70 0.24 4.19  0.000
H: 0.74 -5.21 -0.91  0.000
H: 5.46 2.14 -0.64  0.000
C: -3.37 4.12 -1.50  0.000
C: -2.88 3.26 -0.53  0.000
C: 3.61 1.26 0.18  0.001
H: 6.22 0.17 -1.90  0.000
H: 1.86 -5.17 0.46  0.000
C: 5.66 -0.40 -1.16  0.001
H: 1.28 6.31 4.35  0.000
C: 5.29 -0.65 1.25  0.001
C: -0.92 4.17 2.93  0.000
H: -4.88 0.06 -3.70  0.000
H: 6.84 0.39 0.35  0.000
N: 5.85 0.24 0.18  0.000
H: -0.95 1.44 3.86  0.000
N: 3.37 -0.14 -0.24  0.028
H: -1.88 -3.08 2.22  0.000
C: -1.80 0.94 3.40  0.000
N: 0.73 -2.36 0.40  0.032
N: -1.13 -2.53 1.84  0.000
H: -1.14 5.80 4.30  0.000
C: -3.80 -0.37 3.60  0.000
Co: 1.00 -0.48 -0.45  2.752
C: -1.51 3.05 -0.44  0.001
H: -0.65 -4.50 -2.97  0.000
H: -4.68 -0.59 -5.33  0.000
H: -1.98 -5.23 1.22  0.000
C: -3.12 0.44 1.44  0.000
C: -2.81 -4.48 -2.92  0.000
H: -4.44 4.29 -1.58  0.000
C: -1.13 4.58 -2.25  0.000
C: -0.63 3.72 -1.29  0.001
C: -0.21 -3.09 1.06  0.005
As: -0.73 2.05 1.01  0.008
C: -0.02 3.41 2.18  0.003
H: 5.93 -1.53 1.36  0.000
H: -4.88 -0.74 1.78  0.000
H: -3.56 2.77 0.16  0.000
H: -2.84 -5.20 -2.10  0.000
H: -0.79 -5.55 2.50  0.000
H: 3.16 1.39 1.16  0.000
H: 5.41 2.08 1.13  0.000
H: -2.99 -5.02 -3.85  0.000
C: 5.13 1.55 0.22  0.001
H: -0.68 -6.39 0.95  0.000
H: 2.01 3.11 1.59  0.000
H: -1.27 -1.53 1.73  0.000
O: -1.29 -2.91 -1.84  0.021
H: 0.44 3.56 -1.18  0.000
H: 5.30 -0.10 2.19  0.000
C: 1.80 4.74 2.99  0.000
H: -4.88 -1.69 -3.96  0.000
H: 3.12 1.93 -0.51  0.000
C: 1.43 -3.22 -0.37  0.010
H: -0.45 5.12 -2.89  0.000
C: 0.91 5.49 3.74  0.000
O: -2.64 -0.93 -2.69  0.007
H: 6.07 -1.41 -1.12  0.000
Te: 0.74 -0.64 -3.13  0.857
H: -4.51 -0.92 4.22  0.000
H: -2.49 -1.58 -4.68  0.000
O: -1.23 -0.71 -0.64  0.048
O: 0.61 1.17 0.46  0.085
C: 1.03 -4.64 -0.03  0.001
C: -1.47 -3.79 -2.99  0.004
H: -1.38 -3.21 -3.92  0.002
H: -2.50 0.18 -4.45  0.003
H: 3.91 0.39 -2.19  0.000
H: -3.29 0.52 0.37  0.000
P: -1.31 -1.33 -2.00  0.051
H: 2.86 4.97 3.01  0.000
C: -2.94 -0.76 -4.11  0.004
C: -4.44 -0.75 -4.28  0.000
H: 3.84 -2.06 0.42  0.000
H: -3.61 -3.76 -2.78  0.000
C: 1.33 3.70 2.20  0.000

=====

No. 3
Density functional theory data (ωB97M-V with the def2-TZVPD basis set) for C32H45BBrInNO2P as an isolated structure in a non-equilibrium geometry.

The relative energy (zero: lowest compared OMol25 entry of this formula, charge and spin) is 1.0 kJ/mol. The value obtained for the total energy is -124680.986 eV. As for the LUMO energy: 0.34 eV. For the strongest force on any atom, the calculation gives 2.63 eV/Å. The multiplicity is 1. The value obtained for the HOMO-LUMO gap is 0.3056 hartree.

Each line ends with the Löwdin charge.
CARTESIAN COORDINATES (ANGSTROEM)
C: -4.78 -0.66 -1.10  -0.108
H: -1.24 5.96 0.66  0.071
C: -2.60 2.56 -0.99  -0.088
C: -0.62 2.10 -2.31  -0.138
C: 2.18 -5.25 -0.45  0.075
H: 1.81 -7.64 -0.86  0.064
In: -0.37 -0.29 1.08  0.767
H: 2.14 2.21 -1.05  0.080
H: -1.64 -0.82 3.79  0.096
H: 4.17 -6.00 -3.41  0.074
C: -3.62 -0.85 -0.34  -0.602
C: -1.26 4.41 -2.10  -0.077
H: -2.11 5.77 2.13  0.064
H: -1.53 2.40 3.21  0.080
H: -2.81 5.04 0.73  0.051
C: 1.94 -3.98 0.00  -0.180
B: 1.03 -2.01 0.70  -0.529
H: 1.40 -5.97 -0.41  0.103
H: -0.29 2.57 -3.23  0.085
H: 0.52 5.30 2.41  0.070
C: 4.14 -3.23 -0.61  0.030
C: 2.63 3.68 1.16  -0.069
H: -3.15 3.35 -0.54  0.055
C: -6.06 -0.32 0.86  -0.044
N: 0.18 1.51 0.59  -0.337
H: 2.76 2.55 1.23  0.097
H: 3.14 3.74 -1.49  0.111
C: 3.74 -6.91 -1.59  -0.573
H: 5.35 -8.37 -1.65  0.076
C: -1.88 5.25 1.21  -0.064
H: 5.83 -6.68 -1.99  0.074
H: -2.67 1.71 -0.30  0.056
H: 2.56 -6.47 -3.30  0.085
C: -2.39 -0.62 1.83  -0.250
C: -2.06 2.91 2.39  -0.075
H: 0.74 5.83 -0.95  0.068
C: 1.57 3.99 -0.01  -0.578
H: 3.49 4.26 0.85  0.070
H: -6.91 -0.30 -1.10  0.098
C: 3.55 -6.79 -3.06  -0.060
H: 2.29 4.07 2.12  0.043
H: 5.50 -4.78 -1.34  0.134
H: -3.83 -0.74 4.89  0.102
O: 2.40 -1.81 0.40  0.098
Br: -2.01 -1.34 -1.16  0.915
H: 3.76 -7.70 -3.62  0.096
H: 1.47 3.37 -2.07  0.042
H: 3.17 -8.17 0.04  0.089
C: 1.46 5.50 -0.20  -0.085
H: -2.81 3.50 2.90  0.074
H: -1.41 1.37 -2.55  0.060
H: 0.56 3.63 3.08  0.069
C: -2.56 -0.77 3.18  -0.141
H: 5.48 -7.30 -0.33  0.095
H: -1.58 5.26 -1.49  0.059
C: -1.19 3.06 -1.33  -0.574
H: 0.21 1.51 -1.98  0.048
C: 5.20 -7.34 -1.39  -0.065
C: 3.48 -5.54 -0.94  -0.159
H: -7.01 -0.14 1.36  0.114
C: 2.13 3.31 -1.22  -0.127
H: 2.78 -8.96 -1.54  0.099
C: 2.85 -8.00 -0.99  -0.055
H: -0.32 4.59 -2.61  0.065
P: -0.13 3.00 0.31  0.871
C: -6.03 -0.34 -0.50  -0.072
H: 1.22 6.03 0.77  0.080
C: 2.91 -3.03 -0.01  -0.210
C: -4.90 -0.52 1.65  -0.156
H: 2.45 5.79 -0.42  0.062
H: -0.70 4.79 3.61  0.089
C: -4.95 -0.53 3.06  -0.032
H: -3.09 2.31 -1.95  0.098
H: -2.60 2.25 1.73  0.044
C: 4.41 -4.53 -1.07  -0.033
C: -3.57 -0.62 1.08  -0.247
H: -2.00 4.36 -2.90  0.084
C: -3.82 -0.79 3.81  -0.059
O: 0.79 -3.36 0.46  0.111
H: 4.94 -2.52 -0.51  0.115
H: -5.90 -0.39 3.47  0.089
H: -4.74 -0.77 -2.18  0.101
C: -0.11 4.43 2.75  -0.118
C: -1.08 3.92 1.64  -0.543

=====

No. 4
Density functional theory data (ωB97M-V with the def2-TZVPD basis set) for C32H45BHgN6SiTe as an isolated structure.

As for the charge: -1. The value obtained for the total energy is -62880.099 eV. As for the LUMO energy (alpha / beta): 2.23 / 2.15 eV. For the strongest force on any atom, the calculation gives 0.78 eV/Å. The multiplicity is 2. The value obtained for the HOMO-LUMO gap (alpha / beta) is 0.1914 / 0.2574 hartree.

Each line ends with the Löwdin spin population.
CARTESIAN COORDINATES (ANGSTROEM)
C: -0.88 3.05 -3.58  0.014
C: -3.27 3.28 -3.45  0.000
H: 1.35 -1.75 -6.17  -0.001
C: -1.63 -1.96 4.52  0.001
C: 0.61 4.25 2.16  0.000
C: -4.15 -1.80 0.81  0.000
H: 5.23 -0.31 0.78  0.000
H: -0.33 -3.18 5.83  0.000
C: 1.64 -3.36 3.63  0.001
H: 4.41 2.16 3.91  0.000
H: -2.52 3.93 2.77  0.000
C: 3.06 0.34 -3.45  0.019
C: -2.15 1.52 -2.25  0.008
H: -2.08 -1.27 -3.18  0.000
C: 3.84 -0.34 -4.37  -0.001
N: -1.46 -1.54 3.26  0.002
C: 0.31 -2.67 3.75  0.003
H: 0.07 3.40 -3.97  0.003
C: 2.15 -3.43 2.20  0.016
C: -2.23 2.93 2.50  0.000
H: 3.55 0.92 -2.68  0.000
Te: 3.05 0.80 1.97  0.063
H: -0.01 -0.56 -4.52  0.001
H: 2.44 -2.44 1.85  0.019
H: -3.75 1.57 3.42  0.000
N: -2.89 -1.43 1.14  0.000
H: 1.50 -4.38 4.01  0.000
C: -2.05 3.72 -3.94  0.003
N: -1.11 1.21 1.63  0.007
C: 3.22 -1.10 -5.36  0.022
H: -2.19 0.69 -1.55  0.002
C: -0.72 4.30 0.02  0.000
C: -2.15 -3.07 -1.98  0.000
H: -3.53 -0.78 3.16  0.000
N: -2.03 -1.82 0.18  0.007
B: -2.54 -0.76 2.48  0.004
H: -4.18 3.80 -3.72  0.000
Si: 0.72 1.19 -2.12  0.296
H: 4.92 -0.28 -4.32  -0.001
H: -3.61 -2.15 -3.32  0.000
C: -2.53 -2.26 -3.23  0.000
H: 3.82 -1.64 -6.09  0.002
H: -4.93 -2.87 -0.95  0.000
C: 2.67 -2.65 4.52  0.000
C: -2.86 1.75 2.84  0.000
H: -0.35 -3.72 -0.97  0.002
H: -2.00 4.59 -4.58  0.000
H: 0.65 2.74 0.62  0.000
C: -1.13 2.53 1.73  0.001
H: 1.43 4.82 1.72  0.000
H: 1.38 -3.82 1.53  0.002
H: 3.03 -4.08 2.14  0.001
H: 1.01 3.62 2.95  0.000
H: -4.27 1.82 -2.23  0.000
H: -2.16 -2.76 -4.13  0.000
C: -3.32 2.17 -2.61  0.000
C: -0.52 -2.69 4.89  0.001
H: -1.33 3.70 -0.66  0.000
H: 2.79 -1.62 4.19  0.000
C: 1.84 -1.17 -5.40  -0.001
N: -2.16 0.73 2.30  0.000
N: -0.27 -1.97 2.78  0.050
H: -1.36 5.05 0.49  0.000
H: -0.29 -3.86 -2.74  0.000
H: -4.98 -1.57 1.46  0.000
C: -2.74 -2.44 -0.75  0.000
H: -2.61 -4.06 -2.07  0.000
H: 3.78 -0.61 -0.21  0.006
Hg: 0.61 -0.62 0.35  0.249
H: 3.63 -3.16 4.47  0.000
H: 2.35 -2.65 5.57  0.000
H: -0.10 4.96 2.60  0.000
C: 1.66 0.30 -3.48  0.041
C: -0.91 1.95 -2.73  0.063
H: -0.13 -2.28 -1.96  0.001
H: 0.05 4.81 -0.56  0.000
C: 4.32 0.13 0.37  0.006
C: -4.10 -2.45 -0.40  0.000
H: 5.19 2.52 2.36  0.002
C: -0.64 -3.24 -1.90  0.002
H: 4.59 0.97 -0.27  0.000
C: 1.07 -0.48 -4.47  0.019
H: 5.52 0.99 3.18  0.001
H: 1.56 2.41 -1.86  0.031
C: -0.09 3.40 1.09  0.001
C: 4.76 1.73 2.97  0.030
H: -2.52 -1.72 5.08  0.000

=====

No. 5
Density functional theory data (ωB97M-V with the def2-TZVPD basis set) for C32H45Ca2Cl4F4LiN2O11 as an isolated structure in a non-equilibrium geometry.

The value obtained for the total energy is -157421.549 eV. As for the LUMO energy: -4.54 eV. For the strongest force on any atom, the calculation gives 5.83 eV/Å. The multiplicity is 1. The value obtained for the HOMO-LUMO gap is 0.0449 hartree.

Each line ends with the Löwdin charge.
CARTESIAN COORDINATES (ANGSTROEM)
C: 0.15 7.69 2.99  -0.318
H: -5.24 2.03 2.58  0.078
C: -1.46 -1.26 -0.73  -0.453
O: -0.35 -0.37 -0.97  -0.166
C: 3.87 -0.90 1.88  -0.289
C: 1.65 1.45 0.87  -0.296
C: 0.96 -1.01 -1.13  -0.409
H: -1.25 7.28 6.16  -0.150
O: -4.88 -6.69 -6.77  0.082
H: 5.61 10.34 2.03  0.106
F: 0.23 9.45 1.36  0.149
O: -1.03 8.01 3.61  0.006
H: -2.83 7.25 4.21  0.120
C: -1.80 6.90 4.10  -0.191
H: -4.60 -6.69 -1.17  0.079
C: 0.95 -3.80 -1.18  -0.184
H: -0.47 -5.34 1.07  -0.199
H: 5.06 -0.87 1.79  0.104
H: 1.66 -4.56 -1.77  0.132
O: 0.57 -7.85 2.05  0.105
C: 3.34 -1.00 0.29  -0.587
Cl: -0.24 -4.69 2.62  0.025
C: -4.12 -5.60 -8.74  0.002
C: -1.28 6.44 5.45  -0.216
H: -1.69 -2.05 -1.58  0.098
H: -0.26 6.06 5.37  0.097
H: -3.58 0.05 3.72  0.090
Li: 1.97 -7.97 3.70  0.811
O: 7.62 8.69 1.80  0.054
F: 3.44 -9.95 3.01  -0.745
C: -2.94 -5.41 -2.57  -0.077
C: -1.73 3.37 1.48  -0.055
H: -3.58 -5.44 -3.55  0.065
H: 2.65 -0.39 -2.32  0.059
H: -2.69 -3.15 -5.99  0.117
H: 0.13 -2.37 -2.74  0.120
H: -1.82 6.08 3.38  0.125
H: -2.93 -6.62 1.16  0.097
H: 1.52 2.38 2.98  -0.227
H: -3.29 -4.95 -9.02  0.067
Ca: -2.16 7.09 7.71  0.583
C: 1.71 -0.94 0.33  -0.210
Ca: 4.51 2.22 0.20  1.502
O: 2.39 -8.34 0.96  0.213
O: 6.70 8.62 -0.20  0.043
H: 3.75 -0.06 -0.27  0.012
H: 3.56 0.11 2.39  -0.022
O: 1.68 -6.32 1.35  0.128
H: -5.04 -5.24 -9.20  0.099
H: 1.14 3.62 1.59  0.113
H: 1.26 1.85 -0.19  0.142
H: -0.69 0.19 3.47  0.106
O: 1.16 0.13 1.23  -0.129
H: -1.91 5.65 5.87  0.014
C: -0.54 -4.56 -1.24  -0.139
H: -4.48 -2.88 -8.47  0.067
H: -4.05 4.13 1.15  0.076
C: -3.99 -2.50 -7.56  -0.070
H: -3.38 -1.64 -7.84  0.080
N: 6.68 8.85 1.01  -0.430
H: -4.79 -2.17 -6.89  0.087
H: -2.44 -0.58 -0.70  0.118
H: 2.80 1.64 0.98  -0.101
H: -1.09 -4.09 -3.57  0.070
C: -3.04 0.92 3.11  -0.058
N: 1.74 0.01 -2.02  0.042
H: 2.00 -2.43 -2.65  0.120
C: -1.16 -5.36 0.09  -0.115
F: 0.83 9.97 3.39  0.145
C: -4.07 2.06 2.46  -0.082
Cl: -1.46 -2.06 0.99  0.534
C: -1.38 1.03 2.98  -0.021
C: 1.03 -2.39 -1.96  -0.142
C: 1.59 -7.55 1.43  -1.043
C: -2.61 -6.13 0.12  -0.052
C: -4.32 -5.71 -7.26  -0.504
C: -1.49 -4.64 -2.59  -0.067
H: -1.26 4.28 0.90  0.068
C: 3.52 -2.22 2.77  -0.120
C: -3.36 3.29 1.63  -0.105
O: -3.96 -4.67 -6.47  -0.016
H: 2.69 -2.92 2.33  0.064
H: 5.07 8.65 2.34  0.098
H: 4.67 9.46 0.78  0.093
H: 3.19 -1.98 3.89  0.105
Cl: 4.07 -2.58 -0.36  0.639
O: 0.56 6.55 2.83  0.140
H: -3.88 -6.59 -9.13  0.096
H: -2.32 -3.91 -7.53  0.114
C: 0.94 2.50 1.96  -0.284
H: 1.30 -3.85 -0.08  0.080
C: -0.67 2.26 2.15  -0.113
C: -3.14 -3.57 -6.90  -0.231
H: 1.19 0.18 -2.89  0.095
Cl: 2.94 2.02 3.47  0.097
C: -3.55 -6.15 -1.23  -0.073
C: 0.84 8.96 2.47  -0.467
C: 5.41 9.36 1.58  0.030
H: 4.50 -2.89 2.85  0.092
F: 2.14 8.75 2.14  0.130
H: 1.37 -1.94 0.90  0.136